No. 1
The following is a DFT calculation (wB97M-V/def2-TZVPD) of the molecule C4H4O2.

The geometry in XYZ format:
```
10
Properties=species:S:1:pos:R:3:forces:R:3:nbo_charge:R:1
C 0.679962 0.384391 -0.684080 -3.803 4.278 -3.722 0.76
C -0.454196 0.677830 0.183762 -4.811 1.753 2.099 -0.55
C -1.227042 -0.504461 0.888960 2.604 3.271 -1.806 -0.02
C -1.761163 -1.360876 1.512605 -1.703 -2.200 2.962 -0.25
H 2.140077 -0.518389 -0.541104 1.040 -0.973 0.022 0.50
H 0.251188 1.216121 0.846291 -1.087 -0.170 1.178 0.26
H -1.282096 1.577314 -0.053145 2.472 -2.730 -0.158 0.27
H -2.234076 -2.025641 2.326687 1.032 1.358 -2.231 0.26
O 1.287190 -0.565833 -0.097859 3.322 -1.827 -0.556 -0.62
O 0.925251 1.136994 -1.650419 0.934 -2.759 2.213 -0.60
```
Positions in Å, forces in eV/Å.

gap between HOMO and LUMO = 10.73 eV
energy = -305.179969 Eh
charge = 0

=====

No. 2
The following is a DFT calculation (wB97M-V/def2-TZVPD) of the molecule C4H4O2.

The geometry in XYZ format:
```
10
Properties=species:S:1:pos:R:3:forces:R:3:nbo_charge:R:1
O 2.511985 -1.141632 0.249367 -1.246 0.360 -0.315 -0.47
C 1.373012 -0.954266 0.046696 1.524 -0.795 0.389 0.74
O 1.066698 1.350662 0.434886 -0.724 0.028 -0.039 -0.50
C -0.137427 1.293488 0.322058 0.328 0.068 -0.083 0.46
C -0.848852 0.112224 -0.258032 0.129 0.378 0.029 -0.51
C 0.080257 -1.031008 -0.176940 -0.173 -0.296 -0.308 -0.58
H -0.784402 2.083714 0.683403 -0.159 0.744 0.122 0.12
H -1.770571 -0.051691 0.310417 0.074 -0.007 -0.022 0.23
H -1.166702 0.349399 -1.292283 0.108 0.047 0.300 0.24
H -0.323995 -2.010887 -0.319570 0.139 -0.527 -0.072 0.26
```
Positions in Å, forces in eV/Å.

gap between HOMO and LUMO = 9.59 eV
energy = -305.248495 Eh
charge = 0

=====

No. 3
The following is a DFT calculation (wB97M-V/def2-TZVPD) of the molecule C4H4O2.

The geometry in XYZ format:
```
10
Properties=species:S:1:pos:R:3:forces:R:3:nbo_charge:R:1
C 2.137057 -0.668623 2.011510 -3.772 -1.363 -5.428 0.86
C -0.402531 0.394882 -0.502706 -1.540 -1.521 -2.985 -0.37
C 0.180262 0.310142 0.622938 2.253 -1.402 2.905 -0.22
C 0.933101 -0.944997 0.951242 1.585 1.012 -1.210 -0.13
O 3.195635 -0.221393 2.134361 1.827 0.484 1.871 -0.49
O 1.018042 -1.219661 2.358790 0.035 -0.652 3.908 -0.45
H -0.943338 1.168059 -0.954439 -0.429 1.365 -0.220 0.21
H -0.421226 -0.541029 -1.062446 -0.092 0.224 -0.276 0.18
H 0.350169 1.091175 1.337510 -0.297 0.561 0.212 0.21
H 0.781668 -1.853162 0.274195 0.428 1.291 1.223 0.20
```
Positions in Å, forces in eV/Å.

gap between HOMO and LUMO = 9.90 eV
energy = -305.185932 Eh
charge = 0

=====

No. 4
The following is a DFT calculation (wB97M-V/def2-TZVPD) of the molecule C4H4O2.

The geometry in XYZ format:
```
10
Properties=species:S:1:pos:R:3:forces:R:3:nbo_charge:R:1
C 0.265853 -0.916922 -1.271599 -2.536 1.901 0.488 0.80
C 0.765653 0.926782 0.870885 -0.242 -0.021 2.813 -0.33
C -0.510205 0.559033 0.688186 -0.478 0.856 0.044 -0.24
C -0.832321 -0.407569 -0.353412 3.814 -0.151 -0.869 -0.09
O 0.969785 -0.666842 -2.185884 0.634 -0.845 0.009 -0.52
O -0.124150 -1.772875 -0.373589 0.747 -0.841 0.347 -0.44
H 1.229132 1.462178 1.761100 -1.255 -0.093 -1.404 0.22
H 1.503647 0.340238 0.391912 0.754 -0.313 -0.893 0.19
H -1.462451 0.990046 1.083418 1.375 -0.012 0.352 0.22
H -1.804943 -0.514069 -0.611018 -2.814 -0.481 -0.886 0.20
```
Positions in Å, forces in eV/Å.

gap between HOMO and LUMO = 10.10 eV
energy = -305.203167 Eh
charge = 0

=====

No. 5
The following is a DFT calculation (wB97M-V/def2-TZVPD) of the molecule C4H4O2S.

The geometry in XYZ format:
```
11
Properties=species:S:1:pos:R:3:forces:R:3:nbo_charge:R:1
C -0.590650 -0.170949 -0.195303 0.197 0.563 -0.856 -0.36
C -0.344571 0.604583 -1.277876 1.123 0.837 -0.275 0.13
C 1.542341 0.570832 -0.114064 -0.162 -0.096 -0.105 0.01
C 0.640766 -0.188819 0.534359 -0.187 -0.677 0.799 0.22
H -2.665306 -0.176349 0.857337 -0.303 0.481 0.485 0.13
H -0.937940 0.958343 -2.120698 0.207 -0.289 0.404 0.21
H 2.584023 0.790693 0.050058 -0.152 0.050 -0.003 0.21
H 0.076498 -1.512153 1.724944 -0.307 -0.266 0.212 0.49
O 0.950063 1.078167 -1.234773 -1.058 -0.167 -0.368 -0.40
O 0.807200 -0.893060 1.682918 0.456 0.280 -0.084 -0.66
S -2.062425 -1.061288 0.093098 0.187 -0.716 -0.210 0.02
```
Positions in Å, forces in eV/Å.

gap between HOMO and LUMO = 9.36 eV
energy = -703.451048 Eh
charge = 0

=====

No. 6
The following is a DFT calculation (wB97M-V/def2-TZVPD) of the molecule C4H4O2S.

The geometry in XYZ format:
```
11
Properties=species:S:1:pos:R:3:forces:R:3:nbo_charge:R:1
C 0.783237 -0.881714 -0.648477 -1.933 1.012 0.753 -0.28
C -0.077296 -1.489177 0.299021 -0.177 2.021 -1.696 -0.35
C 0.640376 0.360180 -1.210259 -1.518 0.234 0.649 -0.31
C -0.449814 1.044883 1.012271 0.562 -0.038 1.475 0.22
O -1.207589 2.069438 0.706911 -1.290 1.662 -2.257 -0.28
O -0.941141 1.866764 2.100452 0.869 -0.762 0.672 -0.29
S -1.148645 -0.582595 1.223102 0.002 -0.852 0.019 0.42
H 1.601708 -1.466987 -0.719088 3.010 -1.599 -0.941 0.21
H -0.084350 -2.538463 0.305201 0.051 -1.211 0.830 0.23
H 1.312948 0.998521 -1.817618 -0.195 -0.935 0.689 0.23
H -0.429432 0.619151 -1.251515 0.618 0.469 -0.192 0.20
```
Positions in Å, forces in eV/Å.

gap between HOMO and LUMO (alpha / beta) = 7.69 / 6.88 eV
energy = -703.201449 Eh
charge = 0

=====

Look up the charge of the fourth one. 0